# 1
{"formula": "C5H16NO3", "method": "wB97M-V/def2-TZVPD", "species": ["H", "O", "H", "H", "H", "H", "H", "H", "C", "H", "H", "H", "C", "H", "C", "O", "H", "H", "H", "C", "H", "H", "N", "C", "O"], "xyz": [[-1.1625, 3.6765, -1.6253], [-1.0286, 1.1897, 0.8636], [-1.8865, 1.0242, 0.4109], [1.1869, 2.1596, 1.4693], [2.9208, 1.8801, 1.4829], [-0.0990, 3.9162, -0.4220], [-1.4158, -1.7879, -3.0946], [-0.8406, -2.0967, -0.9137], [-1.4293, -2.7939, 0.8476], [1.8303, 0.8856, 2.3361], [-2.8971, -2.0160, -2.5773], [-2.1994, -3.4284, 0.4085], [1.9707, 1.3314, 1.3658], [-1.3854, -3.1417, 1.8945], [2.1023, 0.5150, 0.0777], [-0.7430, 3.3432, -0.8342], [0.8423, -0.4517, -1.3350], [2.2769, 1.2339, -0.7840], [-0.9274, 2.0242, 0.3622], [0.5298, -1.3215, 0.5490], [0.7901, -1.3431, 1.6137], [3.0099, -0.0740, 0.4362], [-0.6078, -2.1652, 0.1380], [1.1307, -0.4850, -0.3158], [-1.9682, -2.0746, -2.3542]], "atomic_forces_ev_per_a": [[0.3, 0.7, 0.0], [-1.6, 0.4, -1.2], [0.4, -0.7, 0.9], [0.8, -1.2, -1.0], [-0.2, -0.2, -0.2], [0.0, 0.7, -0.5], [-0.6, -0.1, -0.1], [0.0, -0.2, 1.6], [-1.0, -3.0, 1.2], [0.0, -1.2, 0.0], [-0.1, 0.1, -0.3], [-0.1, 0.8, -0.8], [-0.9, 3.0, 0.8], [0.8, 1.5, -0.1], [2.1, 0.7, 1.0], [-0.2, -1.1, 0.4], [-0.4, -0.3, -0.9], [0.3, -1.1, 1.1], [0.8, 0.1, 0.4], [-0.4, -0.4, -0.2], [-0.4, -0.1, -0.5], [-0.4, 0.6, -1.5], [1.7, 2.3, -1.7], [-1.9, -1.2, 1.3], [0.9, 0.0, 0.4]], "e_lumo_ev": -4.208, "charge": 1, "gap_ev": 8.80}

# 2
{"formula": "C5H16NOS", "method": "wB97M-V/def2-TZVPD", "species": ["H", "H", "C", "H", "N", "C", "H", "H", "H", "H", "H", "O", "H", "H", "C", "H", "H", "C", "H", "H", "H", "C", "H", "S"], "xyz": [[-1.7885, -1.8285, -2.8679], [2.1662, 1.6479, -2.3761], [-0.9897, -1.1212, -2.7237], [-1.0576, -1.6158, 2.0637], [1.3076, 0.2146, 0.9900], [-0.0238, 0.3285, 1.7526], [-0.1474, 2.4230, 2.2016], [0.0108, -1.7150, -2.7261], [-1.8338, -1.9196, -0.2492], [0.2326, 0.1339, 2.8163], [-0.8474, 2.1222, 0.6412], [2.5970, 1.1703, -1.5996], [1.8838, 1.1040, 1.1842], [-2.0442, -0.4042, 1.3848], [-0.8398, -1.3559, 0.0098], [-1.0859, -0.4160, -3.5951], [3.4633, 1.0348, -1.8833], [-0.6453, 1.6928, 1.6941], [0.0362, -1.9852, 0.0939], [-1.6322, 1.6132, 2.0857], [1.1337, 0.2337, -0.1134], [-1.0890, -0.7646, 1.3678], [1.8746, -0.6893, 1.1760], [-0.6814, 0.0964, -1.3275]], "atomic_forces_ev_per_a": [[-0.8, 0.1, 1.2], [0.7, -1.0, 1.6], [3.3, 1.2, -1.2], [0.1, 0.3, 0.1], [0.7, 0.3, -1.4], [-0.5, -1.2, 1.3], [1.6, 1.9, 1.6], [-1.8, 1.0, -0.6], [2.3, 0.7, 0.0], [0.1, 0.2, -0.7], [0.6, -1.0, 1.3], [-3.1, 1.3, -0.7], [-0.8, -1.9, -0.3], [-2.3, 1.4, 0.3], [-2.4, 0.9, -1.0], [0.6, -0.9, 0.5], [2.4, -0.4, -0.7], [-1.1, -0.3, -3.6], [0.2, -0.3, -0.9], [-0.7, -0.1, 0.6], [0.3, 0.0, 1.9], [3.4, -1.1, 0.0], [-1.1, 2.1, -0.1], [-1.6, -3.4, 0.7]], "e_lumo_ev": -3.119, "charge": 1, "gap_ev": 9.52}

# 3
{"formula": "C5H16NOS2", "method": "wB97M-V/def2-TZVPD", "species": ["H", "H", "H", "H", "H", "C", "H", "C", "H", "S", "C", "S", "C", "H", "O", "H", "N", "H", "H", "H", "H", "C", "H", "H", "H"], "xyz": [[-0.4185, -1.9484, 2.6628], [-1.3935, 2.4413, -1.6837], [-1.5890, 0.2633, 1.7348], [1.5062, 3.2683, 1.2862], [-1.9044, 2.1855, -0.0406], [0.5364, 2.9694, 0.9538], [3.7160, -1.8282, 0.5745], [-0.9861, 1.9985, -0.7288], [0.1692, 2.4096, 1.8094], [-0.3553, -1.0273, -1.8202], [-0.6003, -1.6900, 1.5869], [-1.2958, 0.1894, -0.6765], [-0.7776, -0.2213, 1.1091], [0.3140, 0.2950, 1.4478], [3.1439, -1.1076, 0.9800], [3.7190, -0.3242, 0.9189], [0.4681, -2.4175, 0.8463], [0.6595, -3.2743, 1.3629], [1.2777, 1.7902, -0.8858], [-1.5804, -2.2745, 1.3894], [1.3885, -1.7763, 0.8631], [0.3929, 2.4836, -0.4639], [0.0601, 3.9777, 1.0494], [0.0721, -2.7345, -0.0543], [0.6009, 3.4772, -0.9936]], "atomic_forces_ev_per_a": [[-0.1, 1.5, -0.7], [0.4, -1.3, 0.5], [1.1, -0.5, -0.6], [1.3, -0.2, -0.3], [2.0, 0.6, -0.3], [-0.3, 1.7, 1.6], [-1.0, 1.3, 0.7], [-2.3, -0.2, -0.6], [-0.4, -0.5, -0.3], [1.1, -0.5, -1.1], [-2.9, -1.4, -0.6], [-1.2, -0.5, 1.7], [2.5, 1.9, 2.3], [-3.0, -1.0, -1.3], [1.2, -1.2, -0.8], [-0.5, -0.2, 0.1], [1.4, 0.7, 0.7], [0.3, 0.0, 0.1], [-2.3, 1.1, 1.1], [1.5, 0.9, 0.1], [-1.7, -1.5, -0.8], [2.7, 1.2, -0.7], [-0.3, -0.9, -0.2], [0.9, 1.0, -0.3], [-0.5, -1.6, -0.1]], "e_lumo_ev": -3.100, "charge": 1, "gap_ev": 8.39}

# 4
{"formula": "C5H16NS", "method": "wB97M-V/def2-TZVPD", "species": ["H", "H", "H", "C", "S", "H", "H", "H", "H", "C", "H", "H", "H", "H", "H", "H", "C", "H", "N", "H", "C", "C", "H"], "xyz": [[1.7021, -0.9192, 1.0018], [-1.6670, -0.0056, 1.6258], [2.3196, -2.2265, 2.0672], [-0.7462, 1.6884, -1.1200], [0.2632, -2.8637, 0.9578], [-1.7213, 1.4626, -1.5714], [-0.5766, -0.6317, 0.4976], [-1.0713, 3.8651, -0.9811], [0.9493, -1.1519, 2.5026], [-0.8532, 1.4932, 0.3832], [1.1146, -2.4685, -1.2239], [0.1057, 1.6144, 0.8807], [0.5768, -4.1845, -0.9702], [2.1452, -3.5993, -0.3289], [0.0340, 1.0655, -1.5631], [-1.5958, 2.1459, 0.8377], [-0.3568, 3.1435, -1.3975], [-2.1080, -0.1947, 0.0720], [-1.3159, 0.0730, 0.6654], [0.6437, 3.3614, -1.0174], [1.1161, -3.3401, -0.5578], [1.4165, -1.7166, 1.6987], [-0.3747, 3.3894, -2.4590]], "atomic_forces_ev_per_a": [[0.3, -0.5, -0.4], [0.2, -0.1, 0.0], [-0.2, 0.0, -0.2], [-0.1, 0.8, 0.1], [0.9, -0.2, -0.2], [0.2, 0.0, -0.1], [-0.6, 0.7, 0.1], [0.2, -0.3, 0.3], [-0.2, -0.6, 0.4], [0.1, -0.2, -0.6], [-0.1, -0.1, 0.0], [0.0, 0.1, 0.2], [-0.1, 0.0, -0.2], [0.2, -0.1, 0.1], [-0.1, -0.3, 0.1], [0.0, 0.0, 0.0], [-0.3, 0.5, -0.2], [0.0, 0.2, -0.2], [-0.2, -0.4, 0.3], [-0.1, 0.0, 0.0], [-0.3, 0.1, 0.6], [0.0, 0.6, 0.1], [0.2, -0.4, -0.1]], "e_lumo_ev": [-7.186, -12.465], "charge": 2, "spin_multiplicity": 2, "gap_ev": [11.58, 6.30], "s_squared": 0.753}

# 5
{"formula": "C5H16O2", "method": "wB97M-V/def2-TZVPD", "species": ["H", "H", "H", "C", "C", "H", "H", "C", "H", "C", "O", "H", "H", "H", "H", "H", "O", "H", "H", "H", "C", "H", "H"], "xyz": [[0.3621, -0.9431, -1.1525], [2.4717, 2.4094, 0.4838], [-0.3546, -3.3677, -1.2558], [-1.4789, 1.1115, -0.1600], [-0.1907, -0.2822, 1.4117], [0.8122, -0.0450, 1.0399], [-2.0172, 1.2627, -1.0968], [-0.6648, -1.2179, -0.9058], [2.1001, 2.1117, -1.5471], [-1.1747, -0.3434, 0.2386], [1.9931, 1.2351, -1.1606], [1.6356, 2.1496, 1.5631], [-0.5402, 1.6291, -0.4084], [-0.3515, 0.5970, 2.0416], [0.3559, -2.6962, 0.2570], [-1.8473, 1.6448, 0.7144], [1.7109, 2.8452, 0.8909], [-0.2120, -1.2019, 1.9914], [2.8206, 0.7787, -1.3738], [-2.1689, -0.7226, 0.5031], [-0.4979, -2.6883, -0.4175], [-1.4098, -3.0062, 0.0911], [-1.3537, -1.2602, -1.7481]], "atomic_forces_ev_per_a": [[-0.3, 0.6, -0.6], [0.0, 0.6, -0.7], [0.3, 0.0, 0.0], [1.6, 0.3, -0.6], [0.0, 0.2, -0.2], [0.1, -0.6, -0.3], [-0.8, -0.3, 0.4], [0.4, -1.4, 1.0], [-0.2, 0.0, 0.0], [-0.6, 1.1, -0.6], [0.7, -0.4, -0.3], [-0.9, 0.5, 0.3], [0.1, -0.2, 0.3], [-0.6, -0.3, 0.3], [-0.1, -0.5, 0.1], [-0.6, 0.1, -0.3], [0.7, -0.7, 0.9], [0.3, 0.1, 0.2], [-0.3, 0.0, -0.1], [0.3, -0.4, 0.5], [-0.5, 0.8, -0.2], [0.1, -0.1, 0.2], [0.2, 0.6, -0.2]], "e_lumo_ev": 0.408, "smiles": "CCC(C)C.O.O", "gap_ev": 11.01}

# 6
{"formula": "C5H16O2", "method": "wB97M-V/def2-TZVPD", "species": ["C", "H", "O", "H", "H", "H", "H", "H", "H", "H", "O", "H", "C", "H", "H", "H", "H", "H", "H", "C", "C", "C", "H"], "xyz": [[0.3626, -1.2404, 0.6120], [0.3697, 1.7097, 2.2105], [0.3135, -0.0922, -2.8527], [0.8382, 0.1498, -3.6301], [-2.8622, -1.2646, 1.8890], [-1.8653, -2.4806, 1.0432], [-0.6197, -0.5347, 2.3941], [-1.2969, 0.8971, -0.2077], [-0.1334, 2.8150, 0.9447], [1.0134, 1.5002, 0.6268], [2.7375, 0.6297, -1.2404], [2.8743, 1.5671, -1.4042], [0.0923, 1.7724, 1.1517], [-2.5492, -1.1611, 0.1437], [1.8075, 0.4989, -1.4619], [1.2747, -1.0058, 1.1629], [-1.9457, 1.2229, 1.3630], [-0.5653, -0.3168, -3.1766], [0.4654, -0.9348, -0.4267], [-0.8334, -0.6040, 1.3261], [-1.0619, 0.8312, 0.8573], [-2.1138, -1.4142, 1.1147], [0.2679, -2.3300, 0.6403]], "atomic_forces_ev_per_a": [[0.1, -0.3, 0.7], [-0.2, 0.1, 0.0], [0.2, 0.1, -0.2], [-0.2, -0.2, 0.2], [0.0, 0.1, 0.0], [-0.2, 0.1, 0.3], [0.1, -0.2, 0.1], [0.0, -0.4, -0.1], [-0.1, 0.1, -0.1], [-0.2, 0.0, -0.2], [0.0, 0.2, -0.1], [0.1, 0.0, 0.1], [0.7, -0.2, 0.5], [-0.1, 0.1, 0.1], [-0.1, -0.2, 0.0], [0.1, 0.1, -0.3], [-0.2, 0.0, 0.1], [0.1, 0.0, 0.0], [-0.1, 0.1, 0.0], [-0.3, 0.3, -0.6], [-0.1, 0.6, 0.2], [0.4, -0.4, -0.5], [0.1, 0.1, -0.1]], "e_lumo_ev": 0.477, "smiles": "CCC(C)C.O.O", "gap_ev": 11.33}

Energy relative to the best compared isomer or geometry (same formula, charge and spin), record by record: 73.4; 36.6; 39.0; 4.7; 18.0; 4.2 kcal/mol
Energy, record by record: -13068.680; -19809.750; -30644.041; -17751.037; -9539.051; -9539.646 eV